# 1
77
Properties=species:S:1:pos:R:3:forces:R:3:lowdin_charge:R:1 method="wB97M-V/def2-TZVPD" total_charge=0 homo_energy_ev=-4.31 relative_energy_ev=8.334
C 5.127 -0.225 -2.866 0.68 -0.16 -0.30 0.020
C 3.740 -0.414 -2.364 -0.59 2.43 0.28 -0.333
C 3.161 -1.688 -2.220 -1.99 -1.23 0.61 0.045
C 1.820 -1.579 -1.951 1.83 -1.03 0.36 0.099
C 1.212 -0.271 -1.984 2.12 -0.88 -2.43 -0.120
B -0.004 0.031 3.099 0.36 1.60 -1.58 -0.330
C 0.124 -1.485 2.935 0.10 -3.29 -1.10 -0.099
C 0.209 -2.425 1.877 -0.11 1.29 0.39 -0.042
C 0.817 -3.607 2.350 0.51 0.53 1.41 -0.044
C 1.042 -3.371 3.681 -0.39 -0.11 -1.63 -0.375
C 1.864 -4.206 4.526 0.48 -1.04 1.14 -0.044
O 0.560 -2.166 4.092 0.74 -0.28 -1.32 0.066
C 1.356 0.735 3.239 2.05 0.69 -0.99 -0.137
C 2.377 0.830 2.270 -1.09 -0.23 1.07 -0.044
C 3.373 1.692 2.792 -0.23 0.15 1.53 -0.045
C 2.962 1.996 4.079 -0.72 -0.36 -1.73 -0.354
C 3.594 2.821 5.080 0.56 0.98 0.93 -0.047
O 1.703 1.495 4.350 1.54 -0.53 -1.41 0.078
C 0.878 0.131 -3.375 -0.26 1.30 -2.42 -0.215
C 0.822 1.299 -4.133 0.15 -0.80 0.94 0.029
C -0.246 1.111 -5.055 -0.10 0.09 -0.35 0.001
C -0.738 -0.148 -4.882 1.38 1.30 1.08 -0.338
C -1.880 -0.856 -5.403 -0.63 -0.50 -0.90 -0.005
O -0.001 -0.753 -3.927 -0.30 -0.86 0.76 0.062
O 2.978 0.579 -2.084 0.52 -1.54 -0.34 0.099
H 5.690 -1.164 -2.866 -0.31 0.01 0.12 0.091
H 5.133 0.107 -3.916 -0.24 0.15 0.36 0.112
H 5.711 0.477 -2.267 -0.35 0.18 -0.07 0.101
H 3.725 -2.615 -2.319 -0.29 0.28 0.10 0.133
H 1.158 -2.376 -1.650 0.03 -0.40 -0.28 0.151
H -0.064 -2.299 0.828 0.15 0.14 0.84 0.078
H 1.252 -4.449 1.802 -0.51 0.36 0.19 0.107
H 1.248 -4.937 5.071 0.30 0.34 0.46 0.084
H 2.505 -4.833 3.888 -0.06 0.35 0.16 0.083
H 2.499 -3.593 5.180 -0.22 -0.41 0.10 0.092
H 2.419 0.305 1.302 -0.29 0.34 0.67 0.103
H 4.261 2.100 2.306 -0.21 -0.36 0.30 0.102
H 4.652 2.904 4.817 -0.07 0.08 0.27 0.084
H 3.173 3.832 5.106 0.02 0.03 0.03 0.083
H 3.487 2.418 6.091 0.13 -0.08 -0.12 0.086
H 1.413 2.208 -4.047 -0.22 -0.37 0.33 0.127
H -0.668 1.870 -5.709 0.25 -0.26 0.07 0.125
H -2.625 -0.104 -5.658 -0.15 -0.18 -0.18 0.096
H -1.567 -1.392 -6.298 -0.36 -0.16 -0.21 0.092
H -2.318 -1.572 -4.708 0.15 0.12 0.11 0.094
C -5.400 2.324 -3.370 0.71 0.51 0.10 -0.064
O -4.185 3.075 -3.103 -1.02 -0.71 0.40 -0.093
C -3.202 2.353 -2.490 0.97 0.35 0.06 -0.277
C -2.109 3.087 -1.974 -0.37 -0.03 -0.53 0.013
C -0.942 2.420 -1.604 -0.32 -0.28 0.68 -0.027
C -0.880 1.018 -1.637 0.69 0.97 -0.99 -0.209
C 0.349 0.278 -1.060 -4.58 2.36 4.49 -0.038
C -0.645 -0.077 0.413 -2.97 -1.11 -0.74 -0.093
C -0.516 0.912 1.391 1.81 0.44 0.11 -0.106
C -1.245 0.906 2.644 -1.86 -1.04 3.01 -0.122
C -2.348 -0.072 2.754 -1.09 0.13 -2.22 -0.282
O -3.005 -0.118 3.942 0.62 -0.27 0.12 -0.066
C -3.133 -1.451 4.472 -0.04 0.10 -0.49 -0.046
C -2.624 -0.883 1.674 -0.81 1.19 2.81 -0.036
C -1.827 -0.839 0.519 2.44 -0.19 -3.06 -0.119
C -1.975 0.317 -2.174 0.15 -0.11 1.07 -0.056
C -3.168 0.950 -2.471 0.10 0.64 -0.45 -0.009
H -6.074 3.030 -3.852 0.02 -0.12 0.12 0.090
H -5.185 1.485 -4.048 -0.14 0.24 0.13 0.081
H -5.824 1.948 -2.427 0.04 0.09 -0.30 0.102
H -2.197 4.185 -1.907 0.11 -0.70 -0.17 0.124
H -0.093 2.974 -1.178 -0.46 -0.18 -0.28 0.127
H 0.977 0.858 -0.353 -0.10 0.39 -0.59 0.157
H -0.127 1.896 1.136 0.60 -0.37 0.02 0.135
H -1.394 1.839 3.211 -0.02 -0.28 -0.62 0.161
H -3.251 -1.363 5.551 -0.03 0.04 -0.07 0.089
H -4.020 -1.916 4.027 0.12 -0.15 0.21 0.084
H -2.232 -2.040 4.228 -0.38 0.21 0.14 0.096
H -3.445 -1.591 1.781 0.30 0.00 -0.30 0.114
H -2.162 -1.515 -0.274 0.58 -0.09 0.25 0.100
H -1.988 -0.772 -2.198 0.23 0.26 0.05 0.117
H -4.060 0.374 -2.701 0.36 0.00 -0.16 0.105

# 2
94
Properties=species:S:1:pos:R:3:forces:R:3:lowdin_charge:R:1 method="wB97M-V/def2-TZVPD" spin_multiplicity=11 total_charge=+1 homo_energy_ev="-11.37 / -11.62" s_squared=30.01
Mn -6.205 -1.292 34.773 0.81 1.14 -0.36 1.060
Mn -0.640 1.415 36.278 -1.25 -0.54 0.79 0.931
Cl -2.120 -0.232 38.987 0.03 -0.15 0.03 0.683
O -3.401 -0.104 38.338 -0.03 0.06 -0.03 -0.370
O -2.248 0.034 40.378 0.05 0.09 0.06 -0.297
O -1.566 -1.524 38.739 0.04 -0.11 -0.07 -0.312
O -1.188 0.778 38.419 0.14 0.21 -0.29 -0.442
Cl -4.010 -0.826 31.872 0.42 0.51 -0.16 0.669
O -3.395 0.455 32.124 -0.13 -0.09 0.16 -0.345
O -3.036 -1.862 31.916 0.13 -0.24 -0.03 -0.310
O -4.959 -1.068 32.977 -1.06 -0.46 0.87 -0.469
O -4.740 -0.802 30.653 -0.05 -0.12 0.04 -0.289
O -2.704 1.298 36.019 1.31 -0.14 -0.40 -0.290
P -4.136 1.264 35.784 -0.09 0.77 0.30 0.185
O -4.896 0.044 35.539 -0.51 -1.58 -0.03 -0.303
F -4.440 2.248 34.623 -0.15 0.35 -0.40 -0.085
F -4.837 2.007 36.931 -0.34 0.58 0.46 -0.059
N -0.389 -0.700 35.829 0.18 0.14 -0.19 -0.024
C -1.250 -1.339 35.021 0.09 0.30 0.07 -0.098
C -1.305 -2.712 34.956 -0.12 -0.16 -0.14 -0.028
C -0.397 -3.475 35.681 -0.30 0.30 -0.36 -0.028
C 0.602 -2.803 36.356 -0.26 -0.32 0.89 -0.040
C 0.512 -1.430 36.473 0.55 -0.30 -0.02 -0.143
H -1.902 -0.709 34.429 -0.15 -0.07 0.03 0.101
H -2.053 -3.179 34.335 -0.07 0.01 -0.06 0.109
H -0.534 -4.547 35.695 0.40 -0.05 0.01 0.119
H 1.335 -3.311 36.969 0.04 -0.11 -0.19 0.117
H 1.222 -0.925 37.117 -0.12 0.17 0.02 0.122
N -9.102 0.852 39.885 -1.21 -0.52 0.00 0.049
C -8.637 1.304 38.722 0.30 0.40 1.43 -0.154
C -7.378 1.888 38.663 -0.19 0.58 -0.90 -0.083
C -6.544 1.838 39.759 -0.34 -0.58 0.30 -0.064
C -7.025 1.219 40.913 0.78 0.76 0.21 -0.069
C -8.357 0.856 40.987 0.96 -0.64 -1.01 -0.152
H -9.331 1.274 37.889 0.12 0.03 -0.10 0.097
H -7.100 2.457 37.782 0.17 -0.30 -0.09 0.091
H -5.538 2.230 39.723 0.03 0.00 -0.04 0.106
H -6.338 1.112 41.746 -0.26 -0.02 0.16 0.108
H -8.735 0.403 41.893 -0.40 0.20 0.00 0.108
N -7.119 -1.849 36.670 0.09 -1.18 0.33 -0.026
C -6.526 -1.705 37.870 0.36 2.27 -0.24 -0.094
C -7.192 -1.837 39.063 -0.26 -1.33 0.38 -0.039
C -8.496 -2.324 39.074 0.72 -0.04 0.10 -0.022
C -9.076 -2.617 37.850 -0.47 0.72 0.63 -0.038
C -8.351 -2.376 36.716 -0.47 0.39 -1.30 -0.159
H -5.603 -1.127 37.902 0.32 -0.64 -0.30 0.101
H -6.652 -1.672 39.983 -0.03 0.26 0.00 0.121
H -8.989 -2.474 40.024 -0.28 0.12 -0.12 0.123
H -10.141 -2.778 37.763 0.07 -0.61 0.00 0.121
H -8.852 -2.498 35.758 0.13 -0.14 0.03 0.112
N -1.039 3.481 36.840 0.67 -0.04 0.25 -0.012
C -0.502 4.522 36.213 0.07 0.62 -0.35 -0.120
C -0.812 5.832 36.527 -0.15 0.60 0.13 -0.034
C -1.703 6.071 37.555 -0.37 -0.62 0.87 -0.057
C -2.160 4.982 38.298 -0.01 0.55 -0.22 -0.046
C -1.823 3.715 37.896 -0.07 -0.45 0.40 -0.111
H 0.196 4.349 35.402 -0.05 -0.30 0.01 0.110
H -0.356 6.663 36.005 -0.01 -0.16 -0.19 0.117
H -2.091 7.027 37.883 0.49 0.31 -0.40 0.117
H -2.771 5.151 39.173 -0.10 -0.16 -0.04 0.121
H -2.142 2.841 38.450 -0.10 0.00 -0.11 0.104
N -0.198 1.931 34.253 0.96 0.38 -1.02 -0.033
C 1.003 1.589 33.760 0.50 -1.30 0.65 -0.128
C 1.379 1.683 32.443 -0.91 0.19 -0.45 -0.029
C 0.450 2.262 31.581 0.02 0.45 -0.57 -0.030
C -0.809 2.624 32.035 0.86 -0.65 -0.07 -0.025
C -1.057 2.426 33.373 -1.65 0.51 0.27 -0.134
H 1.640 1.053 34.461 0.13 0.23 -0.05 0.111
H 2.249 1.194 32.032 0.36 0.34 0.32 0.118
H 0.694 2.467 30.543 0.05 -0.40 0.02 0.120
H -1.590 2.894 31.344 -0.05 0.37 0.12 0.121
H -2.046 2.676 33.744 0.04 -0.11 0.18 0.107
N -7.484 0.402 34.177 -0.43 -0.78 0.09 -0.006
C -8.740 0.506 34.614 -0.41 0.05 0.38 -0.124
C -9.602 1.512 34.235 -0.40 -0.04 0.03 -0.042
C -9.197 2.418 33.276 0.57 0.02 -0.12 -0.029
C -7.898 2.293 32.792 -0.49 0.55 0.23 -0.026
C -7.079 1.301 33.290 0.75 0.95 -0.23 -0.119
H -9.093 -0.198 35.359 0.24 -0.14 -0.03 0.091
H -10.574 1.572 34.706 -0.03 -0.02 -0.09 0.117
H -9.825 3.239 32.956 -0.08 -0.07 -0.01 0.122
H -7.498 3.051 32.134 0.08 -0.20 -0.16 0.120
H -6.022 1.376 33.067 -0.02 -0.64 -0.25 0.100
N -7.140 7.140 34.899 0.30 -0.11 -0.14 0.064
C -6.827 5.867 34.695 -0.27 -0.66 0.45 -0.157
C -5.762 5.208 35.301 0.51 0.28 -0.60 -0.067
C -4.883 5.946 36.079 -0.54 0.17 -0.43 -0.063
C -5.160 7.301 36.234 0.46 -0.32 0.69 -0.068
C -6.291 7.841 35.657 -0.73 -0.05 -0.02 -0.144
H -7.505 5.250 34.108 -0.06 0.37 -0.18 0.092
H -5.551 4.185 35.021 -0.16 -0.04 0.30 0.072
H -4.023 5.477 36.531 0.03 0.04 0.06 0.073
H -4.531 7.890 36.892 -0.06 0.19 -0.17 0.097
H -6.625 8.853 35.855 0.36 0.12 -0.03 0.108

# 3
88
Properties=species:S:1:pos:R:3:forces:R:3:lowdin_charge:R:1 method="wB97M-V/def2-TZVPD" total_charge=+1 homo_energy_ev="-10.83 / -9.85" relative_energy_ev=0.095
Sn 0.587 0.587 -0.244 -0.38 0.26 -0.55 1.423
N 3.457 -0.750 1.325 -0.10 -0.01 -0.23 0.188
C 3.933 0.172 0.464 0.06 0.09 0.03 -0.428
N 5.245 0.244 0.308 0.07 -0.07 0.04 0.189
C 5.674 1.214 -0.498 -0.05 -0.03 0.03 -0.421
N 6.981 1.300 -0.741 0.01 0.04 -0.01 0.192
N 4.878 2.141 -1.074 0.00 0.10 -0.05 0.191
C 3.594 1.957 -0.892 0.13 -0.10 0.00 -0.266
N 3.044 0.962 -0.186 -0.35 -0.30 0.02 0.081
C 2.666 2.916 -1.541 -0.14 0.18 -0.10 -0.192
C 3.143 4.001 -2.259 0.09 -0.01 -0.02 0.016
C 2.233 4.809 -2.919 -0.05 0.00 0.02 -0.025
C 0.886 4.484 -2.870 0.03 0.03 0.00 -0.021
C 0.499 3.388 -2.119 -0.02 -0.06 0.08 -0.124
N 1.366 2.645 -1.438 0.10 -0.03 0.03 0.002
H 4.153 -1.200 1.895 0.01 -0.03 0.04 0.117
H 2.564 -0.552 1.748 0.01 0.03 0.17 0.056
H 7.617 0.653 -0.312 -0.02 -0.04 -0.01 0.118
H 7.321 2.023 -1.348 0.02 0.03 -0.01 0.117
H 4.207 4.179 -2.301 -0.03 -0.01 -0.01 0.116
H 2.569 5.669 -3.484 0.02 -0.03 -0.01 0.119
H 0.148 5.058 -3.413 0.01 -0.02 0.03 0.117
H -0.535 3.065 -2.089 -0.02 0.04 0.06 0.116
Cl 2.533 0.742 4.865 0.01 -0.01 -0.01 0.785
C 1.455 1.988 4.421 0.03 -0.01 0.21 -0.554
C 1.006 2.875 5.376 0.06 -0.02 0.08 -0.112
C 0.126 3.882 5.028 0.00 -0.01 -0.02 -0.571
Cl -0.402 4.960 6.242 0.00 0.01 0.01 0.801
C -0.355 4.028 3.684 -0.03 0.01 -0.07 -0.158
C -1.262 5.027 3.295 -0.01 0.01 0.11 -0.005
C -1.694 5.073 1.996 -0.05 0.01 -0.04 -0.018
C -1.234 4.099 1.106 0.10 -0.13 0.03 -0.100
N -0.367 3.160 1.439 0.14 -0.02 -0.03 0.112
C 0.086 3.124 2.700 -0.23 0.18 -0.07 -0.145
C 1.049 2.060 3.037 0.08 -0.28 -0.01 -0.365
O 1.483 1.252 2.208 -0.07 0.29 0.11 -0.132
H 1.346 2.780 6.398 -0.02 0.03 -0.01 0.117
H -1.623 5.739 4.025 0.04 0.01 -0.02 0.100
H -2.384 5.834 1.659 -0.01 -0.04 0.03 0.118
H -1.595 4.079 0.084 0.03 0.03 -0.01 0.110
C 1.257 -3.417 0.740 0.14 0.09 -0.08 0.013
C 1.415 -2.873 -0.638 0.08 -0.23 0.17 -0.329
N 1.135 -1.644 -1.032 0.27 -0.18 -0.28 0.024
C 1.355 -1.610 -2.391 0.32 -0.07 -0.29 -0.150
C 1.808 -2.826 -2.814 -0.17 0.10 0.18 -0.066
N 1.832 -3.607 -1.690 -0.09 0.15 0.07 0.203
C 2.167 -3.441 -4.120 0.07 -0.24 0.13 -0.492
O 2.206 -2.640 -5.152 -0.03 0.11 -0.16 0.153
O 2.409 -4.625 -4.157 0.02 0.12 0.03 0.115
C 0.996 -0.396 -3.176 0.12 -0.19 -0.37 -0.574
O 1.310 -0.301 -4.370 -0.15 -0.16 0.56 0.063
O 0.329 0.453 -2.500 0.03 0.31 0.33 -0.194
H 0.707 -2.701 1.344 -0.08 0.00 0.02 0.062
H 2.227 -3.602 1.203 0.02 0.01 -0.01 0.084
H 0.708 -4.359 0.716 -0.04 0.04 0.01 0.094
H 2.104 -4.578 -1.722 -0.03 -0.10 0.06 0.179
H 1.924 -1.710 -4.899 -0.03 0.10 -0.14 0.073
C -2.063 -2.300 -4.018 0.06 0.05 0.12 -0.023
C -2.736 -2.428 -2.674 -0.03 -0.03 -0.08 -0.245
C -3.958 -3.093 -2.536 -0.02 -0.03 0.02 0.019
C -4.588 -3.225 -1.292 -0.02 0.00 -0.05 -0.254
C -5.900 -3.958 -1.164 0.05 0.06 0.03 -0.041
C -4.003 -2.670 -0.174 0.09 0.05 0.04 0.017
C -2.762 -1.962 -0.255 -0.20 -0.15 -0.19 -0.263
C -2.158 -1.885 -1.549 -0.05 0.06 0.20 0.027
N -2.101 -1.351 0.732 0.24 0.00 0.02 0.136
C -2.590 -1.298 2.107 -0.30 -0.14 0.09 -0.629
C -2.672 -2.692 2.754 0.04 0.05 -0.10 -0.027
C -3.931 -0.546 2.201 0.09 -0.02 0.04 -0.029
C -1.567 -0.493 2.903 0.10 0.09 0.01 -0.074
H -2.702 -2.662 -4.821 0.01 0.01 0.00 0.081
H -1.133 -2.875 -4.040 -0.04 -0.02 -0.03 0.080
H -1.801 -1.259 -4.219 -0.02 -0.04 -0.04 0.087
H -4.433 -3.516 -3.415 0.02 -0.01 0.03 0.121
H -6.228 -4.368 -2.119 0.02 0.01 0.02 0.077
H -6.679 -3.287 -0.798 0.00 -0.03 -0.03 0.086
H -5.812 -4.778 -0.450 -0.03 -0.01 -0.03 0.085
H -4.511 -2.781 0.772 0.02 0.00 -0.09 0.091
H -1.217 -1.358 -1.625 -0.07 0.03 -0.01 0.065
H -3.369 -3.357 2.252 0.02 -0.01 0.05 0.066
H -2.983 -2.588 3.796 0.03 -0.03 -0.02 0.090
H -1.685 -3.160 2.733 -0.03 -0.03 0.03 0.079
H -4.761 -1.098 1.768 0.01 0.07 0.03 0.067
H -3.844 0.412 1.681 -0.04 -0.03 0.02 0.087
H -4.160 -0.347 3.251 -0.01 -0.01 -0.07 0.089
H -0.569 -0.924 2.785 0.01 0.02 0.02 0.066
H -1.817 -0.478 3.968 0.01 0.00 -0.12 0.092
H -1.549 0.531 2.529 0.11 0.10 0.00 0.062